i) ORCA calculation (ωB97M-V/def2-TZVPD) on one molecule with the formula N2.

Structure (XYZ):
```
2
N2, DFT ωB97M-V/def2-TZVPD
N 0.116 0.085 0.672
N -0.116 -0.085 -0.672
```

Computed properties:
**Kohn-Sham gap**: 12.812 eV
**E_HOMO**: -0.4983 hartree
**SMILES string**: N#N

=====

ii) ORCA calculation (ωB97M-V/def2-TZVPD) on one molecule with the formula N2.

Structure (XYZ):
```
2
N2, DFT ωB97M-V/def2-TZVPD
N 0.000 0.000 0.768
N 0.000 0.000 -0.768
```

Computed properties:
**Kohn-Sham gap**: 10.910 eV
**E_HOMO**: -0.4675 hartree
**SMILES string**: N#N

=====

Q: Which of them is the most stable? A: i).

=====

i) ORCA calculation (ωB97M-V/def2-TZVPD) on a 2-piece molecular cluster, CH6ClN4 overall.

Structure (XYZ):
```
12
CH6ClN4, DFT ωB97M-V/def2-TZVPD
C -0.963 -0.601 0.718
N -1.431 0.319 1.506
N 1.461 0.166 -0.195
N 0.390 0.539 -0.729
N 0.180 0.133 -1.910
Cl -2.103 -1.581 0.001
H -2.357 0.289 1.978
H 1.630 0.538 0.798
H 1.902 -0.728 -0.528
H -0.800 1.078 1.794
H -0.687 0.478 -2.365
H 0.654 -0.664 -2.238
```

Computed properties:
**Kohn-Sham gap (alpha / beta)**: 7.897 / 7.898 eV
**E_HOMO (alpha / beta)**: -0.4666 / -0.4666 hartree
**Charge**: +1

=====

ii) ORCA calculation (ωB97M-V/def2-TZVPD) on a 2-piece molecular cluster, CH6ClN4 overall.

Structure (XYZ):
```
12
CH6ClN4, DFT ωB97M-V/def2-TZVPD
C -0.589 0.789 -0.009
N -1.315 0.845 0.954
N -1.786 1.607 -0.208
N 0.483 0.502 -0.737
N 1.558 -1.582 0.552
Cl 0.111 -2.632 0.694
H -2.624 1.273 -0.664
H -1.907 2.633 -0.242
H 1.111 -0.166 -0.117
H 0.688 0.254 -1.644
H 1.931 -1.425 1.429
H 2.339 -2.100 -0.006
```

Computed properties:
**Kohn-Sham gap**: 10.965 eV
**E_HOMO**: -0.5318 hartree
**Charge**: +1

=====

Q: Which of them is the most stable? A: i).

=====

i) ORCA calculation (ωB97M-V/def2-TZVPD) on H26O13 as an isolated structure.

Structure (XYZ):
```
39
H26O13, DFT ωB97M-V/def2-TZVPD
O 10.136 -9.233 22.749
H 9.995 -10.025 22.230
H 11.046 -9.295 23.038
O 12.317 -9.771 23.099
H 12.472 -9.375 22.242
H 12.757 -10.621 23.054
O 12.268 -9.110 24.990
H 12.046 -9.344 24.089
H 12.816 -9.833 25.298
O 13.242 -8.214 21.382
H 12.670 -7.808 22.033
H 14.116 -8.172 21.772
O 11.651 -6.227 24.810
H 10.774 -6.521 25.054
H 11.619 -5.274 24.902
O 9.889 -7.113 24.305
H 9.585 -7.770 24.931
H 9.893 -7.568 23.462
O 10.542 -5.460 22.576
H 10.317 -5.779 23.451
H 10.046 -6.022 21.981
O 12.356 -7.419 22.999
H 12.987 -7.731 23.647
H 11.522 -7.395 23.467
O 12.612 -4.974 22.923
H 12.711 -5.925 22.981
H 11.705 -4.843 22.648
O 10.461 -7.548 21.591
H 9.757 -7.639 20.949
H 10.327 -8.275 22.199
O 14.229 -7.396 23.934
H 14.495 -7.479 23.018
H 14.618 -8.155 24.367
O 13.604 -5.840 25.097
H 14.044 -6.529 24.601
H 12.671 -6.033 25.001
O 11.931 -6.287 20.786
H 11.131 -6.777 20.976
H 12.640 -6.871 21.055
```

Computed properties:
**Kohn-Sham gap**: 5.821 eV
**E_HOMO**: -0.2538 hartree

=====

ii) ORCA calculation (ωB97M-V/def2-TZVPD) on a 13-piece molecular cluster, H26O13 overall.

Structure (XYZ):
```
39
H26O13, DFT ωB97M-V/def2-TZVPD
O -1.673 -2.577 0.579
H -1.558 -2.027 1.375
H -2.619 -2.553 0.401
O 0.463 0.034 -0.290
H 0.272 0.526 -1.103
H -0.377 0.002 0.185
O 3.207 0.664 0.853
H 3.323 -0.274 1.125
H 2.249 0.793 0.836
O 0.342 -2.621 -1.594
H -0.448 -2.444 -2.114
H 0.169 -2.189 -0.750
O -3.028 0.327 -0.243
H -3.842 -0.043 0.128
H -3.077 1.277 -0.053
O 0.931 -1.689 2.837
H 0.454 -0.848 2.736
H 0.661 -2.025 3.699
O -1.211 2.969 0.050
H -1.895 3.431 0.548
H -0.515 2.771 0.701
O 3.374 0.781 -2.295
H 3.347 0.871 -1.329
H 2.457 0.635 -2.558
O -1.269 -0.130 2.151
H -2.023 -0.023 1.550
H -0.895 0.768 2.240
O -2.666 0.667 -3.018
H -1.749 0.967 -2.981
H -2.994 0.752 -2.105
O 0.324 0.356 -3.327
H 0.313 -0.601 -3.464
H 0.237 0.737 -4.209
O 2.847 -2.089 0.732
H 2.169 -2.478 1.306
H 2.353 -1.584 0.070
O 0.608 2.089 2.152
H 0.446 3.005 2.419
H 1.293 1.771 2.759
```

Computed properties:
**Kohn-Sham gap**: 9.493 eV
**E_HOMO**: -0.3756 hartree

=====

iii) ORCA calculation (ωB97M-V/def2-TZVPD) on a 13-piece molecular cluster, H26O13 overall.

Structure (XYZ):
```
39
H26O13, DFT ωB97M-V/def2-TZVPD
O 13.906 7.535 14.528
H 13.994 7.751 15.502
H 14.216 6.655 14.337
O 15.468 7.460 9.381
H 16.330 7.500 9.071
H 15.252 8.290 8.858
O 17.699 4.949 10.266
H 16.990 4.553 9.770
H 17.671 4.436 11.044
O 18.097 7.635 10.837
H 17.258 8.157 10.808
H 17.865 6.763 10.591
O 13.038 9.036 11.622
H 13.851 8.633 11.831
H 12.688 9.564 12.354
O 12.092 4.348 10.599
H 12.262 3.420 10.589
H 11.324 4.519 10.050
O 14.387 5.998 11.482
H 14.884 6.402 10.787
H 13.540 5.738 11.109
O 16.645 6.443 12.978
H 17.378 6.592 12.459
H 15.962 6.199 12.381
O 11.697 7.241 10.314
H 11.950 7.669 9.444
H 12.367 7.730 10.802
O 10.926 4.154 13.071
H 10.094 4.549 12.696
H 11.573 4.116 12.441
O 15.431 4.151 8.804
H 14.539 4.540 8.832
H 15.759 4.331 7.944
O 13.003 5.459 8.246
H 12.649 5.331 9.091
H 12.300 5.334 7.639
O 15.642 8.800 12.107
H 15.912 9.621 12.441
H 15.955 8.046 12.604
```

Computed properties:
**Kohn-Sham gap**: 10.619 eV
**E_HOMO**: -0.3926 hartree

=====

iv) ORCA calculation (ωB97M-V/def2-TZVPD) on a 13-piece molecular cluster, H26O13 overall.

Structure (XYZ):
```
39
H26O13, DFT ωB97M-V/def2-TZVPD
O -0.137 0.382 -0.664
H 0.251 -0.493 -0.687
H -0.689 0.239 0.088
O -0.100 0.030 3.017
H -0.284 1.007 2.854
H -0.820 -0.473 2.657
O -1.556 3.723 -0.456
H -1.446 4.526 0.001
H -1.103 3.068 0.075
O 1.515 -3.801 -1.720
H 0.836 -3.249 -1.281
H 2.269 -3.862 -1.132
O -3.406 1.709 1.462
H -3.714 1.546 0.609
H -2.495 1.967 1.306
O 2.231 -1.283 -2.102
H 2.905 -1.103 -1.468
H 1.953 -2.203 -2.021
O 1.607 2.055 -2.638
H 2.519 1.951 -2.334
H 1.215 1.359 -2.087
O 1.937 1.841 0.722
H 1.462 1.133 0.271
H 1.865 2.686 0.214
O -2.058 -0.764 1.004
H -2.782 -0.187 0.799
H -2.210 -1.550 0.511
O -0.743 -1.858 -3.037
H 0.060 -1.333 -3.037
H -1.397 -1.368 -2.523
O 1.409 -1.288 1.216
H 2.175 -1.510 1.659
H 0.928 -1.068 1.975
O -0.560 2.326 1.677
H -0.682 3.262 1.821
H 0.299 2.074 1.392
O -0.483 -3.192 0.220
H 0.083 -2.610 0.734
H -0.858 -3.707 0.899
```

Computed properties:
**Kohn-Sham gap**: 10.956 eV
**E_HOMO**: -0.4080 hartree

=====

Q: Which of them is the most stable? A: ii).

=====

i) ORCA calculation (ωB97M-V/def2-TZVPD) on a 13-piece molecular cluster, H26O13 overall.

Structure (XYZ):
```
39
H26O13, DFT ωB97M-V/def2-TZVPD
H -0.443 -0.023 0.920
H 0.730 -0.113 -0.202
H -1.190 0.980 -1.494
H -1.913 -0.396 -1.590
H -1.782 3.096 2.181
H -0.717 1.973 1.916
H 4.167 -2.726 -1.000
H 5.487 -2.992 -0.460
H -3.441 -1.640 -2.875
H -2.257 -2.413 -2.200
H 2.139 4.479 -2.180
H 1.700 2.998 -1.984
H 2.549 1.976 0.338
H 4.090 2.446 0.271
H 0.759 -4.629 -0.008
H 1.771 -3.858 0.639
H -1.732 3.128 -1.772
H -1.920 4.536 -1.729
H -1.371 1.123 5.018
H -0.915 0.757 6.294
H -3.917 -1.094 -0.200
H -5.461 -1.292 -0.368
H 5.985 -0.168 -0.899
H 4.710 0.044 -0.222
H -3.594 -2.090 1.023
H -4.302 -3.243 0.386
O 0.323 -0.480 0.626
O -1.016 0.050 -1.581
O -1.282 2.682 1.472
O 4.706 -3.416 -0.882
O -2.647 -2.153 -3.074
O 2.157 3.678 -1.596
O 3.214 2.688 0.537
O 1.086 -4.405 0.875
O -2.339 3.812 -2.039
O -0.558 0.772 5.457
O -4.764 -0.707 0.029
O 5.436 -0.545 -0.203
O -3.447 -2.836 0.577
```

Computed properties:
**Kohn-Sham gap**: 10.679 eV
**E_HOMO**: -0.4053 hartree

=====

ii) ORCA calculation (ωB97M-V/def2-TZVPD) on a 13-piece molecular cluster, H26O13 overall.

Structure (XYZ):
```
39
H26O13, DFT ωB97M-V/def2-TZVPD
O -21.811 29.983 -1.812
H -21.600 29.784 -2.724
H -20.978 30.258 -1.428
O -25.336 30.471 -6.962
H -25.309 30.208 -6.042
H -26.267 30.464 -7.186
O -28.510 24.801 -7.278
H -27.693 24.461 -6.913
H -28.339 24.878 -8.217
O -21.248 31.778 -8.120
H -22.017 31.341 -7.756
H -20.757 32.078 -7.355
O -22.439 26.649 -5.882
H -23.048 26.008 -6.249
H -22.105 26.235 -5.086
O -20.063 27.096 -11.104
H -19.755 27.734 -11.747
H -20.709 27.573 -10.583
O -26.494 25.221 -2.319
H -26.208 25.089 -3.223
H -26.417 26.165 -2.179
O -24.470 28.270 -10.421
H -24.816 27.379 -10.368
H -24.600 28.630 -9.544
O -22.047 24.444 -2.382
H -21.813 24.930 -1.592
H -22.984 24.273 -2.291
O -24.897 24.225 -9.995
H -24.126 23.820 -10.391
H -25.639 23.767 -10.389
O -18.095 23.433 -3.263
H -19.048 23.347 -3.257
H -17.808 22.983 -2.469
O -25.704 22.180 -5.734
H -25.931 21.687 -6.523
H -25.450 21.511 -5.099
O -17.764 27.824 -4.510
H -17.761 26.898 -4.268
H -17.133 27.885 -5.228
```

Computed properties:
**Kohn-Sham gap**: 10.982 eV
**E_HOMO**: -0.4104 hartree

=====

iii) ORCA calculation (ωB97M-V/def2-TZVPD) on a 13-piece molecular cluster, H26O13 overall.

Structure (XYZ):
```
39
H26O13, DFT ωB97M-V/def2-TZVPD
O -9.818 0.303 8.845
H -10.587 0.786 9.214
H -9.971 0.325 7.910
O -14.666 -2.149 12.818
H -15.083 -1.279 12.678
H -14.504 -2.503 11.950
O -12.997 0.280 13.564
H -13.655 0.024 14.204
H -12.379 -0.449 13.515
O -12.750 -0.118 10.994
H -12.281 -0.917 10.744
H -12.941 0.020 11.930
O -16.175 0.228 12.555
H -15.591 0.891 12.922
H -16.519 0.644 11.791
O -10.969 -2.286 10.461
H -10.929 -2.504 9.535
H -11.283 -3.150 10.801
O -13.999 -2.897 10.358
H -14.486 -2.099 10.177
H -14.231 -3.469 9.642
O -14.583 2.419 10.958
H -14.282 3.209 10.591
H -14.602 1.814 10.234
O -12.676 2.628 14.697
H -12.873 1.816 14.198
H -12.464 2.349 15.616
O -14.784 1.016 8.762
H -14.277 0.222 8.612
H -14.829 1.397 7.893
O -11.299 -2.094 13.529
H -11.147 -2.203 12.584
H -10.480 -1.721 13.860
O -11.543 1.992 9.994
H -11.477 2.526 10.768
H -12.225 1.321 10.143
O -9.785 0.403 12.022
H -10.378 0.461 11.278
H -9.083 -0.227 11.699
```

Computed properties:
**Kohn-Sham gap**: 9.919 eV
**E_HOMO**: -0.3796 hartree

=====

iv) ORCA calculation (ωB97M-V/def2-TZVPD) on a 13-piece molecular cluster, H26O13 overall.

Structure (XYZ):
```
39
H26O13, DFT ωB97M-V/def2-TZVPD
O 2.733 1.027 0.207
H 2.893 0.510 1.010
H 1.894 0.608 -0.116
O 2.047 -2.199 -0.669
H 1.753 -2.107 0.269
H 2.201 -3.156 -0.751
O -2.655 -0.058 -0.873
H -3.546 0.213 -0.942
H -2.203 0.542 -0.319
O -1.215 0.931 -3.441
H -2.155 0.847 -3.496
H -1.051 1.032 -2.508
O 1.697 0.323 3.349
H 0.746 0.388 3.242
H 2.083 1.228 3.364
O -0.935 -0.117 3.412
H -0.972 -1.086 3.627
H -1.792 0.032 3.044
O 1.355 -1.816 1.808
H 1.755 -2.649 2.116
H 1.688 -1.154 2.390
O 1.575 0.746 -2.950
H 1.168 1.479 -2.473
H 2.384 1.043 -3.412
O -0.393 -2.025 -1.693
H 0.450 -2.079 -1.245
H 0.014 -1.857 -2.573
O 0.108 0.101 -0.096
H -0.529 0.181 0.588
H -0.282 -0.508 -0.736
O -2.495 -1.729 -3.475
H -3.153 -2.089 -2.920
H -1.926 -1.139 -2.949
O -2.137 1.999 1.063
H -2.746 2.083 1.801
H -1.432 2.558 1.248
O 0.612 2.592 1.671
H 1.343 2.116 1.237
H 1.118 3.180 2.195
```

Computed properties:
**Kohn-Sham gap**: 10.113 eV
**E_HOMO**: -0.3753 hartree

=====

Q: Which of them is the most stable? A: iv).